No. 1
Here is an isolated ion of composition C8H8O3P and charge -1 from the Open Molecules 2025 dataset. Energies are from the ωB97M-V functional and the def2-TZVPD basis.

XYZ file:
```
20
C8H8O3P (the ωB97M-V functional and the def2-TZVPD basis)
C -0.14545 2.42116 -0.52860
C -0.29703 1.41704 0.60500
O -1.69327 1.21019 0.84339
P -2.19662 -0.03767 -0.15707
O -3.37910 -0.66469 0.48267
O -2.41535 0.57832 -1.50671
C -0.59163 -0.87929 0.01056
C -0.18453 -2.17981 -0.24780
C 1.16951 -2.50458 -0.10112
C 2.06135 -1.58286 0.30741
C 1.67893 -0.28158 0.52376
C 0.34542 0.07590 0.38977
H -0.85764 3.24808 -0.45138
H -0.57613 1.98145 -1.35015
H 0.81320 2.88748 -0.66123
H 0.14159 2.08161 1.47351
H -1.00565 -2.88268 -0.59794
H 1.61262 -3.51451 -0.26218
H 3.02853 -1.85379 0.58112
H 2.49127 0.48021 0.64698
```

Computed properties:
Orbital gap: 0.300 Ha
Energy relative to the best compared isomer or geometry (same formula, charge and spin): 0.0 kcal/mol
Spin multiplicity: 1
LUMO energy: 3.400 eV
HOMO level: -4.774 eV
Total charge: -1
Electronic energy: -876.8602 Eh
Structure (SMILES): C[C@H]1O[P@@](=O)([O-])c2ccccc21

These are the Löwdin partial charges, in e, on atoms 1 to 2:
1. C -0.06
2. C -0.39


No. 2
Here is C17H43N2O5Y as an isolated structure from the Open Molecules 2025 dataset. Energies are from the ωB97M-V functional and the def2-TZVPD basis.

XYZ file:
```
68
C17H43N2O5Y (the ωB97M-V functional and the def2-TZVPD basis)
Y 22.22825 -20.51558 16.05356
C 21.07788 -23.18819 12.42524
C 21.75599 -21.83840 12.74991
C 21.10060 -20.73104 11.91603
O 21.75986 -21.57777 14.07985
H 21.52009 -23.98140 13.02951
H 21.17380 -23.42424 11.36401
H 20.01551 -23.13081 12.70058
H 22.78849 -22.03152 12.36332
H 20.02412 -20.92592 11.87152
H 21.45783 -20.70653 10.88235
H 21.27315 -19.75250 12.36581
C 25.62434 -23.66191 16.94435
C 24.20661 -23.37145 16.49054
C 23.21668 -24.32199 17.17845
O 23.87100 -22.04842 16.62894
H 25.73004 -23.45485 18.01690
H 26.32419 -23.04831 16.37967
H 25.84166 -24.72580 16.82308
H 24.18566 -23.64766 15.41327
H 23.20863 -24.11447 18.26030
H 23.54165 -25.35518 17.04851
H 22.19850 -24.14329 16.83185
C 18.95840 -17.83739 14.63375
C 19.13302 -18.58651 15.95936
C 18.00900 -19.59665 16.16878
O 20.35259 -19.23283 15.99720
H 19.57555 -16.93473 14.59322
H 17.91617 -17.58369 14.42713
H 19.31231 -18.46877 13.81055
H 19.09237 -17.83170 16.76983
H 18.05198 -20.38183 15.41260
H 17.01154 -19.15518 16.22260
H 18.20307 -20.08902 17.13134
C 22.74693 -16.67259 15.48986
C 23.84485 -17.63913 15.03632
C 24.74329 -18.11238 16.15042
O 24.02358 -19.04211 16.97591
C 24.80258 -19.38210 18.09252
N 23.19692 -18.86488 14.46047
H 22.00640 -17.16060 16.12283
H 22.31153 -16.14955 14.64093
H 23.20524 -15.89110 16.10948
H 24.44456 -17.11884 14.28413
H 25.14711 -17.31389 16.77683
H 25.59239 -18.66464 15.72258
H 24.97827 -18.52277 18.74880
H 25.77467 -19.79263 17.78487
H 24.36007 -20.21418 18.63176
H 22.56377 -18.51142 13.73788
H 23.87527 -19.29342 13.81942
C 20.76521 -21.38773 20.45066
C 21.41146 -21.58111 19.07884
C 20.33347 -22.26141 18.23620
O 20.54538 -22.11238 16.83873
C 19.64273 -22.89995 16.09135
N 21.84597 -20.30066 18.45680
H 19.88833 -22.02640 20.59824
H 20.33530 -20.39393 20.61493
H 21.47427 -21.58892 21.25478
H 22.30320 -22.19554 19.17140
H 19.34678 -21.84063 18.45665
H 20.38219 -23.32515 18.49644
H 19.79136 -23.96190 16.33323
H 19.86676 -22.73122 15.04322
H 18.61053 -22.66084 16.36664
H 22.44735 -19.84330 19.13416
H 21.02087 -19.69750 18.39337
```

Computed properties:
Orbital gap: 0.291 Ha
Energy relative to the best compared isomer or geometry (same formula, charge and spin): 0.0 kcal/mol
Spin multiplicity: 1
LUMO energy: 0.306 eV
HOMO level: -7.605 eV
Total charge: 0
Electronic energy: -1197.6817 Eh

These are the Löwdin partial charges, in e, on atoms 1 to 2:
1. Y 1.55
2. C -0.08


No. 3
Here is an isolated ion of composition C6H7O and charge +1 from the Open Molecules 2025 dataset. Energies are from the ωB97M-V functional and the def2-TZVPD basis.

XYZ file:
```
14
C6H7O (the ωB97M-V functional and the def2-TZVPD basis)
C -0.73710 -0.83126 0.58617
C -1.71138 0.01429 1.39218
C -0.00449 -0.09344 -0.41535
C -0.69090 0.55052 2.16167
C -0.06326 -0.62095 1.88871
C 1.50495 0.16365 -2.19904
O 0.49719 -0.63149 -1.50725
H -0.85879 -1.81870 0.27481
H -2.68669 -0.19196 1.88897
H 0.31127 0.92329 0.01341
H -0.60241 1.44664 2.81270
H 1.77020 0.92149 -1.46737
H 2.25329 -0.50121 -2.40793
H 1.01811 0.66912 -3.02169
```

Computed properties:
Orbital gap (spin up / spin down): 0.293 / 0.293 Ha
Energy relative to the best compared isomer or geometry (same formula, charge and spin): 110.1 kcal/mol
Spin multiplicity: 1
LUMO energy (spin up / spin down): -5.867 / -5.867 eV
HOMO level (spin up / spin down): -13.830 / -13.830 eV
Total charge: +1
Electronic energy: -307.5706 Eh

These are the Löwdin partial charges, in e, on atoms 1 to 2:
1. C -0.25
2. C 0.06


Maximum force (computed, eV/Å): 3.692, 2.632, 4.061